Density functional theory data (ωB97M-V/def2-TZVPD) for a molecular structure, C69H57BKN20O6S2.

Computed properties:
HOMO energy (eV): -3.3
HOMO-LUMO gap (eV): 5.9
Molar mass (g mol⁻¹): 1376.39
Spin multiplicity: 2
Charge: -2
LUMO (eV): 2.599

Geometry as XYZ:
```
156
C69H57BKN20O6S2, DFT ωB97M-V/def2-TZVPD
K -0.4859 0.3915 -0.4036
C 0.9892 -4.4650 0.9377
C 0.7486 -3.4053 1.8300
N 1.6158 -2.4207 1.6545
N 2.4301 -2.8144 0.6579
C 2.0686 -4.0374 0.2041
B 3.6519 -2.0714 0.0835
N 3.4512 -1.8277 -1.4422
C 4.3561 -1.7724 -2.4484
C 3.6884 -1.4626 -3.6133
C 2.3482 -1.3320 -3.2164
N 2.2173 -1.5502 -1.9196
N 3.9821 -0.7302 0.7875
C 5.1954 -0.1380 0.6613
C 5.1774 1.0355 1.3759
C 3.8786 1.0842 1.9089
N 3.1698 0.0256 1.5486
N 4.8733 -3.0046 0.3643
C 5.2147 -3.3884 1.6130
C 6.3270 -4.1937 1.5254
C 6.5970 -4.2444 0.1479
N 5.7189 -3.5292 -0.5391
H 0.4474 -5.3903 0.8292
H -0.0199 -3.3165 2.5841
H 2.6083 -4.5120 -0.6003
H 5.3942 -1.9809 -2.2770
H 4.1037 -1.3525 -4.6009
H 1.4811 -1.0799 -3.8092
H 5.9848 -0.5996 0.0890
H 5.9706 1.7564 1.4827
H 3.4430 1.8414 2.5442
H 4.6455 -3.0568 2.4673
H 6.8640 -4.6765 2.3243
H 7.3914 -4.7637 -0.3659
N -2.9450 4.0397 1.3417
C -3.1098 4.5339 0.0631
C -3.9547 5.4957 -0.4732
C -3.8806 5.6912 -1.8413
C -2.9770 4.9729 -2.6344
C -2.1109 4.0423 -2.0924
C -2.1871 3.8162 -0.7214
N -1.5018 2.9179 0.0732
C -1.9680 3.0716 1.2744
C -1.6998 2.1823 2.4294
C -1.8771 2.8541 3.8208
S 0.8690 1.4948 4.4356
C 0.2962 0.5167 3.0120
N -0.7691 1.0628 2.1247
H -3.4345 4.3368 2.1652
H -4.6407 6.0626 0.1442
H -4.5316 6.4203 -2.3074
H -2.9535 5.1570 -3.7017
H -1.3979 3.4965 -2.6961
H -1.7706 3.9211 3.9678
H 1.0918 0.0173 2.4535
N -6.5756 1.8580 -9.5252
C -5.9272 1.6930 -8.5886
C -5.1355 1.4796 -7.4193
C -4.1438 0.4977 -7.4128
C -3.3919 0.2859 -6.2720
C -3.6217 1.0340 -5.1206
C -4.6100 2.0177 -5.1367
C -5.3586 2.2486 -6.2746
C -2.8363 0.8051 -3.8775
C -3.5560 0.2488 -2.8096
C -4.8808 -0.2899 -2.9267
C -5.2366 -0.7112 -1.6692
C -4.1247 -0.4004 -0.8385
N -3.1264 0.1517 -1.5005
C -1.5019 1.2029 -3.9298
C -0.8792 1.9122 -5.0151
C 0.4190 2.1329 -4.6326
C 0.5450 1.5479 -3.3378
N -0.5793 1.0052 -2.9205
H -3.9702 -0.0886 -8.3055
H -2.6182 -0.4708 -6.2582
H -4.7737 2.6005 -4.2389
H -6.1179 3.0193 -6.2908
H -5.4508 -0.3838 -3.8387
H -6.1589 -1.1811 -1.3604
H -4.0537 -0.5772 0.2273
H -1.3523 2.2282 -5.9325
H 1.1965 2.6324 -5.1903
H 1.4343 1.5244 -2.7202
C -6.2751 -1.1250 6.2277
O -5.2832 -1.4331 5.2762
C -4.8141 -2.7158 5.2488
C -5.2107 -3.7211 6.1079
C -4.6430 -4.9891 6.0048
C -3.6612 -5.2290 5.0633
C -3.2538 -4.2192 4.1996
C -3.8458 -2.9633 4.2566
N -3.5155 -1.9093 3.4171
C -2.8165 -1.9436 2.2136
N -3.0557 -3.0222 1.4255
C -2.4413 -3.2257 0.1838
C -1.5044 -2.3798 -0.3409
C -0.8787 -2.5845 -1.5413
C -1.2419 -3.7086 -2.2681
C -2.1885 -4.6025 -1.7730
C -2.7802 -4.3736 -0.5433
O -3.7004 -5.1993 0.0583
C -4.0860 -6.3484 -0.6555
N -2.0716 -0.9889 1.8109
C -1.7715 0.0885 2.6621
C -2.8413 1.2004 2.8153
C -3.0421 1.9188 4.1465
C -1.7936 1.8993 4.9716
C -0.7606 0.8031 4.9931
C -0.7873 -0.2245 3.8304
O -0.7447 -1.5634 4.1873
C 0.3736 -1.9562 4.9757
H -6.5391 -0.0832 6.0629
H -5.9057 -1.2478 7.2503
H -7.1662 -1.7453 6.0921
H -5.9611 -3.5347 6.8645
H -4.9655 -5.7728 6.6775
H -3.1968 -6.2045 5.0010
H -2.4526 -4.3910 3.4936
H -3.6662 -0.9947 3.8096
H -3.7531 -3.6937 1.6987
H -0.0984 -1.9268 -1.8969
H -0.7776 -3.9012 -3.2272
H -2.4490 -5.4738 -2.3585
H -4.7905 -6.8769 -0.0164
H -3.2327 -7.0005 -0.8653
H -4.5747 -6.0924 -1.6004
H -3.7092 1.0908 2.1697
H -4.0138 2.1380 4.5706
H -1.8942 2.4105 5.9227
H -0.7058 0.3370 5.9749
H 0.5824 -2.9983 4.7394
H 0.1386 -1.8714 6.0417
H 1.2573 -1.3619 4.7392
O 3.1896 9.6716 1.0846
S 4.6274 9.6614 1.2744
O 5.3383 10.7041 0.5557
O 5.0613 9.4613 2.6543
C 5.2235 8.0859 0.5634
N 6.5299 8.0259 0.3096
C 7.0100 6.8362 -0.0158
C 6.2176 5.7039 -0.1003
C 4.8578 5.8765 0.1430
N 4.3748 7.0718 0.4804
C 3.8891 4.7575 0.0505
C 4.1792 3.5780 -0.6297
C 3.2241 2.5755 -0.6836
N 2.0225 2.6804 -0.1283
C 1.7433 3.8117 0.5167
C 2.6323 4.8666 0.6414
H 8.0774 6.7856 -0.2119
H 6.6409 4.7381 -0.3351
H 5.1307 3.4322 -1.1226
H 3.4391 1.6392 -1.1914
H 0.7486 3.8677 0.9449
H 2.3763 5.7744 1.1703
```



Density functional theory data (ωB97M-V/def2-TZVPD) for 13 unconnected molecules or ions with the total composition C69H64O29S3 at a distorted geometry.

Computed properties:
HOMO energy (eV): -10.2
HOMO-LUMO gap (eV): 7.6
Molar mass (g mol⁻¹): 1453.44
Spin multiplicity: 1
Charge: 0
LUMO (eV): -2.602

Geometry as XYZ:
```
165
C69H64O29S3, DFT ωB97M-V/def2-TZVPD
O -1.0165 -3.7068 1.8690
S -1.6815 -4.9648 1.4461
O -2.5841 -5.8004 2.2989
O -2.6876 -4.5663 0.1317
C -3.3444 -3.3035 0.1770
C -4.2760 -3.1385 -1.1400
C -0.3316 -5.9908 0.6630
H -2.6266 -2.4840 0.2118
H -3.9524 -3.3469 1.0806
H -3.7940 -3.4488 -2.0671
H -4.4456 -2.0678 -1.2532
H -5.1693 -3.7192 -0.9098
H 0.4794 -6.0836 1.3854
H 0.0109 -5.4902 -0.2427
H -0.8689 -6.9223 0.4853
O -8.0377 5.1484 2.4073
S -7.7367 4.0461 3.3972
O -8.6739 3.8074 4.4889
O -7.3667 2.5937 2.6180
C -6.7095 2.7088 1.2997
C -6.1777 1.2670 1.0479
C -6.0353 4.4943 4.0897
H -5.8390 3.3572 1.3995
H -7.4313 3.0395 0.5529
H -5.7537 1.1579 2.0461
H -5.3677 0.9880 0.3739
H -6.9289 0.5553 0.7055
H -5.9882 4.8448 5.1208
H -5.5541 5.1589 3.3722
H -5.5938 3.4990 4.1405
O -4.5313 5.1410 -4.8443
S -3.9554 3.7732 -4.7982
O -3.9374 2.9944 -5.9975
O -2.4168 4.0663 -4.2550
C -2.1559 5.1435 -3.3874
C -0.9949 4.6116 -2.5221
C -4.6037 2.7821 -3.3654
H -3.0682 5.3483 -2.8272
H -1.7814 6.0065 -3.9379
H -0.1106 4.3968 -3.1223
H -1.2552 3.6359 -2.1118
H -0.6224 5.3076 -1.7705
H -5.1640 1.9641 -3.8182
H -5.1901 3.3952 -2.6811
H -3.7252 2.3172 -2.9179
C 0.0352 -0.9029 0.7921
C -0.5589 -0.6327 -0.4380
C -1.7750 0.1866 -0.4135
O -2.3163 0.4643 -1.4909
C -2.2668 0.5902 0.8435
C -1.5608 0.3859 1.9363
C -0.3898 -0.3462 2.1156
O 0.2031 -0.4161 3.2535
H 0.8277 -1.6322 0.7105
H -0.3202 -1.1289 -1.3671
H -3.1766 1.1721 0.8481
H -1.9392 0.7359 2.8853
C 0.1243 1.6886 -4.7909
C 0.2138 2.9139 -5.4145
C 1.5128 3.6424 -5.4714
O 1.7074 4.7482 -5.9980
C 2.5222 2.9598 -4.6915
C 2.3362 1.7882 -3.8949
C 1.0713 1.1261 -3.8129
O 0.8851 0.1211 -3.0505
H -0.8497 1.2243 -4.8363
H -0.6395 3.2763 -5.9685
H 3.4920 3.4285 -4.7697
H 3.1948 1.3129 -3.4442
C 1.7411 1.8479 -0.0906
C 3.0042 1.2464 0.0515
C 4.0182 1.6380 1.0344
O 5.2095 1.2662 1.1204
C 3.5172 2.7417 1.8864
C 2.2497 3.3294 1.8304
C 1.2555 2.8868 0.7970
O 0.0745 3.0984 0.6212
H 1.1650 1.4599 -0.9176
H 3.3143 0.4108 -0.5585
H 3.9621 3.0294 2.8275
H 2.1209 4.2095 2.4429
C -3.5050 -0.0239 -6.8528
C -4.4665 -0.4625 -6.0171
C -4.1294 -1.0131 -4.6511
O -4.9292 -1.2661 -3.7629
C -2.6906 -1.3727 -4.5622
C -1.7959 -1.1930 -5.5482
C -2.0723 -0.3884 -6.7568
O -1.2267 -0.0037 -7.5724
H -3.8259 0.4832 -7.7507
H -5.4306 -0.0520 -6.2786
H -2.4990 -1.9462 -3.6674
H -0.7952 -1.5966 -5.5003
C 3.2502 -5.0189 -6.2859
C 2.9508 -3.7235 -6.5079
C 2.1635 -2.8475 -5.5201
O 1.6779 -1.7435 -5.7641
C 2.1224 -3.5204 -4.2219
C 2.5996 -4.8001 -3.9293
C 3.0704 -5.7208 -5.0247
O 3.1078 -6.9106 -4.8532
H 3.6916 -5.6217 -7.0658
H 3.1063 -3.2141 -7.4474
H 1.8668 -2.9231 -3.3592
H 2.4188 -5.1131 -2.9116
C 7.0227 0.9125 -4.2261
C 5.8146 0.3340 -4.4958
C 5.0095 -0.5581 -3.5120
O 3.9254 -1.0464 -3.7954
C 5.7880 -0.7901 -2.2856
C 7.0545 -0.2828 -2.0495
C 7.8656 0.7014 -3.0009
O 8.9629 1.2430 -2.8961
H 7.5153 1.3151 -5.0988
H 5.4412 0.4122 -5.5062
H 5.2871 -1.4888 -1.6320
H 7.5634 -0.7119 -1.1990
C 3.5949 -4.1806 2.1935
C 3.4237 -3.4488 1.0264
C 3.1866 -4.0079 -0.2627
O 2.9325 -3.3726 -1.2811
C 3.2976 -5.5355 -0.1776
C 3.4752 -6.1830 0.9688
C 3.6281 -5.6351 2.2769
O 3.7545 -6.2866 3.2346
H 3.6261 -3.6770 3.1484
H 3.3727 -2.3881 1.2233
H 2.9364 -6.0381 -1.0627
H 3.1768 -7.2149 0.8569
C -3.0887 -0.4231 6.4051
C -2.5141 -0.8623 7.5659
C -1.4481 -1.8893 7.5182
O -0.9383 -2.4212 8.4916
C -1.1421 -2.3191 6.0501
C -1.7987 -1.8049 4.9550
C -2.8333 -0.8029 5.0172
O -3.6377 -0.5802 4.1066
H -3.9237 0.2618 6.4104
H -2.9979 -0.6025 8.4959
H -0.4213 -3.0802 5.7901
H -1.4358 -2.0484 3.9674
C -0.3177 5.1486 4.4944
C -1.6301 5.0305 4.8662
C -2.1086 4.0202 5.8129
O -3.2190 3.5174 5.9022
C -1.0695 3.3105 6.5102
C 0.2176 3.4730 6.1675
C 0.7508 4.3752 5.1356
O 1.9457 4.5715 4.9997
H -0.1126 5.7605 3.6285
H -2.2915 5.7231 4.3669
H -1.3030 2.6004 7.2896
H 0.9481 2.9215 6.7407
C 6.0705 -2.2910 5.9063
C 4.9037 -2.2590 5.1663
C 4.4020 -1.0384 4.6147
O 3.4923 -0.9447 3.7479
C 5.1146 0.2621 4.9985
C 6.2369 0.2028 5.6996
C 6.7884 -1.0480 6.2243
O 7.7946 -1.1102 6.8709
H 6.3006 -3.1779 6.4780
H 4.4643 -3.2234 4.9584
H 4.6659 1.2066 4.7284
H 6.8511 1.0754 5.8660
```



Density functional theory data (ωB97M-V/def2-TZVPD) for a molecular structure, C69H69AuGe3O2S4.

Computed properties:
HOMO energy (eV): -2.3
HOMO-LUMO gap (eV): 6.1
Molar mass (g mol⁻¹): 1473.37
Spin multiplicity: 1
Charge: -2
LUMO (eV): 3.865

Geometry as XYZ:
```
148
C69H69AuGe3O2S4, DFT ωB97M-V/def2-TZVPD
Au -1.0139 -1.7040 1.9037
C -3.2622 7.0133 3.8974
C -2.0153 6.4718 3.2475
C -1.8047 6.6409 1.8848
C -0.6888 6.1112 1.2587
C -0.4983 6.2750 -0.2250
C 0.2641 5.4222 2.0194
C 0.0900 5.2699 3.3969
C 1.1244 4.5857 4.2441
C -1.0627 5.7867 3.9843
C 1.5347 5.0083 1.3547
C 2.5473 5.9666 1.3248
C 3.7619 5.6989 0.7167
C 3.9657 4.4545 0.1462
C 2.9688 3.4790 0.1773
C 1.7270 3.7527 0.7677
Ge 0.4006 2.2555 1.0749
S 0.8766 1.1366 2.7920
S -1.7804 3.0524 0.8988
Ge -2.0854 1.0696 -0.1385
S -2.8249 -0.5150 1.1925
S 0.0571 0.9435 -0.8239
C -3.4836 1.1447 -1.6103
C -3.5660 0.0912 -2.5371
C -4.6258 0.0144 -3.4374
C -5.6309 0.9654 -3.4304
C -5.5476 2.0176 -2.5380
C -4.4825 2.1243 -1.6390
C -4.5362 3.3588 -0.7957
C -5.4332 3.4211 0.2700
C -6.1716 2.1929 0.7370
C -5.6968 4.6517 0.8662
C -5.0979 5.8169 0.4201
C -5.4718 7.1549 1.0054
C -4.1627 5.7275 -0.6072
C -3.8665 4.5173 -1.2161
C -2.8599 4.4430 -2.3303
C -2.4963 -0.9383 -2.6929
C -1.3537 -0.5762 -3.4162
C -1.1675 0.8163 -3.9658
C -0.3611 -1.5161 -3.6447
C -0.4792 -2.8136 -3.1901
C 0.5913 -3.8257 -3.4909
C -1.6409 -3.1776 -2.5124
C -2.6675 -2.2683 -2.2756
C -3.9236 -2.7330 -1.5951
C 3.3425 2.1474 -0.3878
C 3.0857 1.8541 -1.7308
C 2.2892 2.8001 -2.5933
C 3.5691 0.6717 -2.2767
C 4.3268 -0.2107 -1.5268
C 4.8843 -1.4688 -2.1371
C 4.5759 0.0917 -0.1937
C 4.1017 1.2585 0.3947
C 4.3915 1.5228 1.8442
H -3.4358 8.0530 3.6111
H -3.1874 6.9587 4.9838
H -4.1292 6.4270 3.5827
H -2.5238 7.1973 1.2944
H -1.3464 6.7953 -0.6710
H -0.4120 5.2909 -0.6930
H 0.4162 6.8286 -0.4490
H 2.1212 4.9889 4.0522
H 1.1584 3.5160 4.0143
H 0.8869 4.7063 5.3018
H -1.2095 5.6621 5.0527
H 2.3680 6.9284 1.7940
H 4.5471 6.4461 0.6988
H 4.9132 4.2108 -0.3223
H -4.6481 -0.8030 -4.1496
H -6.4649 0.8895 -4.1187
H -6.3123 2.7869 -2.5322
H -5.6102 1.2858 0.5174
H -7.1418 2.1236 0.2362
H -6.3439 2.2397 1.8125
H -6.4123 4.6954 1.6825
H -6.2405 7.0401 1.7700
H -5.8544 7.8191 0.2268
H -4.6088 7.6419 1.4603
H -3.6738 6.6324 -0.9566
H -2.5557 5.4386 -2.6551
H -3.2613 3.8931 -3.1836
H -1.9741 3.9018 -1.9825
H -2.1076 1.3625 -4.0125
H -0.7366 0.7768 -4.9684
H -0.4873 1.3745 -3.3186
H 0.5326 -1.2188 -4.1852
H 1.5266 -3.3286 -3.7517
H 0.2895 -4.4550 -4.3322
H 0.7693 -4.4800 -2.6414
H -1.7493 -4.1989 -2.1618
H -3.9398 -3.8221 -1.5328
H -4.8145 -2.3909 -2.1244
H -3.9659 -2.3258 -0.5845
H 2.2980 3.8080 -2.1812
H 1.2504 2.4665 -2.6308
H 2.6830 2.8280 -3.6115
H 3.3527 0.4408 -3.3158
H 4.9882 -1.3687 -3.2183
H 4.2209 -2.3149 -1.9394
H 5.8581 -1.7074 -1.7072
H 5.1614 -0.5929 0.4120
H 5.2018 0.8830 2.1962
H 3.4922 1.2968 2.4257
H 4.6440 2.5676 2.0251
O 2.3534 -2.7949 3.7218
C 1.6585 -2.7223 2.7161
O 0.4103 -3.0536 2.6352
C 2.3007 -2.3603 1.3761
C 1.8305 -3.3452 0.2904
Ge 1.9632 -5.2871 0.7648
C 3.7899 -5.9546 0.3445
C 4.1320 -7.2662 0.6769
C 5.3847 -7.7792 0.3748
C 6.3254 -6.9832 -0.2661
C 6.0094 -5.6709 -0.5843
C 4.7512 -5.1666 -0.2804
C 0.7835 -6.3018 -0.4703
C -0.5976 -6.0949 -0.4213
C -1.4571 -6.7935 -1.2578
C -0.9457 -7.6966 -2.1795
C 0.4257 -7.8949 -2.2588
C 1.2797 -7.2055 -1.4073
C 1.6356 -6.0434 2.5533
C 2.6556 -6.0302 3.5000
C 2.4392 -6.5172 4.7797
C 1.2014 -7.0375 5.1256
C 0.1801 -7.0614 4.1870
C 0.3941 -6.5565 2.9136
H 3.3853 -2.3794 1.4967
H 2.0033 -1.3404 1.1130
H 2.3703 -3.1956 -0.6493
H 0.7748 -3.1485 0.0918
H 3.3995 -7.8883 1.1814
H 5.6316 -8.8011 0.6398
H 7.3025 -7.3839 -0.5096
H 6.7451 -5.0398 -1.0696
H 4.5154 -4.1392 -0.5311
H -1.0001 -5.3696 0.2805
H -2.5260 -6.6233 -1.2033
H -1.6134 -8.2464 -2.8324
H 0.8329 -8.5799 -2.9939
H 2.3489 -7.3739 -1.4699
H 3.6260 -5.6273 3.2400
H 3.2288 -6.4623 5.5195
H 1.0308 -7.4129 6.1279
H -0.7921 -7.4567 4.4580
H -0.4167 -6.5603 2.1957
```